# 1
{
  "formula": "H2N2O3S",
  "method": "the ωB97M-V functional and the def2-TZVPD basis",
  "lumo_ev": [-0.12, -3.23],
  "e_tot_ha": -734.35628,
  "e_homo_ev": [-7.72, -9.99],
  "homo_lumo_gap_ev": [7.6, 6.8],
  "multiplicity": 3,
  "e_above_lowest_kcal_mol": 67.6,
  "elements": ["N", "N", "O", "O", "O", "S", "H", "H"],
  "positions_angstrom": [[0.9883, 0.3861, -0.7909], [-1.1023, -0.6369, 0.5009], [-1.1083, -1.3566, -0.7000], [-1.7583, -0.9964, 1.4449], [0.4942, 1.4394, 1.4477], [-0.0909, 1.0796, 0.2339], [2.0532, 0.3273, -0.6270], [0.5242, -0.2425, -1.5096]],
  "lowdin_charge": [-0.19, -0.47, -0.19, 0.07, -0.39, 0.96, 0.13, 0.08]
}

# 2
{
  "formula": "H2N2O3S2",
  "method": "the ωB97M-V functional and the def2-TZVPD basis",
  "lumo_ev": [3.02, 4.24],
  "e_tot_ha": -1132.64181,
  "e_homo_ev": [-1.57, -1.57],
  "homo_lumo_gap_ev": [4.6, 5.8],
  "multiplicity": 1,
  "e_above_lowest_kcal_mol": 10.8,
  "total_charge": -2,
  "elements": ["N", "N", "O", "O", "O", "S", "S", "H", "H"],
  "positions_angstrom": [[-9.6527, 0.2562, -0.8281], [-8.0418, 2.0270, 0.2283], [-10.4584, 0.4147, -1.6817], [-7.3091, 1.1255, 0.6084], [-9.0736, 1.8038, -0.4434], [-10.5575, -0.9626, 1.6410], [12.0463, 2.4872, -0.3893], [-11.2795, -0.2551, 0.6521], [13.0863, 3.0967, -0.8837]],
  "lowdin_charge": [-0.03, -0.21, -0.03, -0.08, -0.16, -0.12, -0.43, -0.37, -0.57]
}

# 3
{
  "formula": "H2N2O3S2",
  "method": "the ωB97M-V functional and the def2-TZVPD basis",
  "lumo_ev": [-2.31, -2.31],
  "e_tot_ha": -1132.66252,
  "e_homo_ev": [-9.69, -9.69],
  "homo_lumo_gap_ev": [7.4, 7.4],
  "multiplicity": 1,
  "e_above_lowest_kcal_mol": 40.0,
  "elements": ["N", "N", "O", "O", "O", "S", "S", "H", "H"],
  "positions_angstrom": [[1.6172, -0.6196, 0.6679], [-1.5065, -0.1330, 0.2337], [0.6805, 1.0589, -1.0258], [2.2409, 1.8197, 0.8237], [-0.8196, -2.1217, -1.1217], [1.5329, 0.7477, 0.1555], [-0.6935, -1.5996, 0.2246], [-1.7022, 0.1514, -0.7841], [-1.3497, 0.6961, 0.8262]],
  "lowdin_charge": [-0.34, -0.21, -0.40, -0.34, -0.43, 0.53, 1.01, 0.11, 0.08]
}

# 4
{
  "formula": "H2N2O3Si",
  "method": "the ωB97M-V functional and the def2-TZVPD basis",
  "smiles": "O=N[SiH2][N+](=O)[O-]",
  "lumo_ev": [-1.69, -1.54],
  "e_tot_ha": -625.71705,
  "e_homo_ev": [-9.85, -9.88],
  "homo_lumo_gap_ev": [8.2, 8.3],
  "multiplicity": 1,
  "e_above_lowest_kcal_mol": 40.5,
  "elements": ["N", "N", "O", "O", "O", "Si", "H", "H"],
  "positions_angstrom": [[-0.3708, 1.5109, 0.7660], [0.8942, -0.9138, 0.0799], [-0.1996, 2.7145, 0.8033], [1.1283, -1.7117, -0.7882], [1.3673, -0.8775, 1.1747], [-0.6238, 0.1374, -0.3220], [-0.4372, -0.0089, -1.7847], [-1.7584, -0.8509, 0.0709]],
  "lowdin_charge": [-0.16, -0.55, 0.00, -0.01, 0.02, 0.73, -0.03, 0.00]
}

# 5
{
  "formula": "H2N2O4S",
  "method": "the ωB97M-V functional and the def2-TZVPD basis",
  "lumo_ev": -0.20,
  "e_tot_ha": -809.58172,
  "e_homo_ev": -9.11,
  "homo_lumo_gap_ev": 8.9,
  "multiplicity": 1,
  "e_above_lowest_kcal_mol": 123.4,
  "elements": ["N", "N", "O", "O", "O", "O", "S", "H", "H"],
  "positions_angstrom": [[-0.2893, -0.9105, -0.0693], [-1.3632, -0.4281, -0.3583], [0.1331, -2.0392, -0.1213], [1.9783, -0.5117, 0.5690], [-0.9608, 2.2738, -0.0729], [0.8182, 0.1583, 0.1784], [-2.1039, 1.0377, -0.1191], [1.9023, -1.4034, 0.2546], [-0.1148, 1.8230, -0.2611]],
  "lowdin_charge": [-0.33, -0.25, 0.06, 0.01, -0.44, -0.10, 0.96, 0.07, 0.02]
}

# 6
{
  "formula": "H2N2O4S",
  "method": "the ωB97M-V functional and the def2-TZVPD basis",
  "smiles": "N=[S@](=O)(O)ON=O",
  "lumo_ev": -0.21,
  "e_tot_ha": -809.67979,
  "e_homo_ev": -10.71,
  "homo_lumo_gap_ev": 10.5,
  "multiplicity": 1,
  "e_above_lowest_kcal_mol": 61.8,
  "elements": ["N", "N", "O", "O", "O", "O", "S", "H", "H"],
  "positions_angstrom": [[-1.3836, -1.6617, 0.0124], [1.6200, 0.6198, -1.1405], [1.7465, 1.4840, -0.3155], [-0.8327, 0.8261, 0.5202], [0.8191, -0.7930, 1.2420], [0.6871, -0.2591, -1.0095], [-0.2796, -0.6719, 0.3314], [-2.1410, -1.1161, -0.3808], [-0.2358, 1.5718, 0.7404]],
  "lowdin_charge": [-0.12, -0.09, 0.02, -0.18, -0.26, -0.22, 0.70, 0.04, 0.10]
}

# 7
{
  "formula": "H2N2O4S",
  "method": "the ωB97M-V functional and the def2-TZVPD basis",
  "lumo_ev": [0.03, -2.52],
  "e_tot_ha": -809.64077,
  "e_homo_ev": [-8.37, -11.92],
  "homo_lumo_gap_ev": [8.4, 9.4],
  "multiplicity": 3,
  "e_above_lowest_kcal_mol": 0.0,
  "elements": ["N", "N", "O", "O", "O", "O", "S", "H", "H"],
  "positions_angstrom": [[-0.3070, -1.4747, 0.9502], [0.8408, 1.1377, 0.2220], [-0.4146, -2.5896, 1.3220], [-0.0145, 0.5362, -2.1484], [-1.5237, 0.9981, -0.2682], [-0.3704, -1.3823, -0.4469], [-0.3103, 0.4692, -0.7833], [0.3273, 1.4336, 1.0609], [1.7723, 0.8718, 0.0917]],
  "lowdin_charge": [-0.18, -0.03, 0.08, -0.23, -0.27, -0.19, 0.65, 0.10, 0.06]
}

# 8
{
  "formula": "H2N2OS",
  "method": "the ωB97M-V functional and the def2-TZVPD basis",
  "smiles": "N#[N+][S-].O",
  "lumo_ev": 0.03,
  "e_tot_ha": -584.09798,
  "e_homo_ev": -10.37,
  "homo_lumo_gap_ev": 10.4,
  "multiplicity": 1,
  "e_above_lowest_kcal_mol": 5.1,
  "elements": ["N", "N", "O", "S", "H", "H"],
  "positions_angstrom": [[4.3450, -0.9063, 0.0019], [3.6441, -0.0027, 0.0489], [-0.1190, -0.2129, 0.5064], [2.5863, 1.0666, -0.0900], [-0.5315, -0.0895, -0.3461], [0.8493, -0.2021, 0.4190]],
  "lowdin_charge": [0.18, -0.76, -0.11, 0.77, 0.02, -0.10]
}